Density functional theory data (ωB97M-V with the def2-TZVPD basis set) for C66H154FeN6O24 as an isolated structure.

Last column: Löwdin charge in e.
Cartesian coordinates (Å):
Fe  0.406  -32.300  -0.818  1.0724
C  4.234  -34.800  -0.928  -0.0049
C  3.525  -34.313  0.358  -0.4866
C  4.309  -34.338  1.644  -0.1178
C  5.486  -33.371  1.691  -0.1267
C  4.988  -31.911  1.513  -0.1178
C  4.031  -31.835  0.357  -0.4625
N  3.014  -32.913  0.337  -0.0935
O  2.117  -32.792  -0.679  -0.2453
C  4.730  -31.701  -1.005  -0.0091
C  3.208  -30.492  0.622  0.0004
C  2.426  -35.310  0.504  -0.0560
H  5.197  -34.324  -1.140  0.0558
H  3.614  -34.669  -1.809  0.0695
H  4.332  -35.888  -0.857  0.0868
H  4.620  -35.369  1.724  0.1233
H  3.526  -34.162  2.407  0.1290
H  6.309  -33.595  1.027  0.0801
H  5.964  -33.515  2.648  0.1080
H  5.870  -31.341  1.341  0.1012
H  4.495  -31.587  2.389  0.0913
H  5.160  -30.685  -1.120  0.0923
H  4.059  -31.945  -1.825  0.0663
H  5.565  -32.457  -1.059  0.0836
H  2.410  -30.690  1.325  0.0606
H  2.774  -30.245  -0.372  0.0505
H  3.848  -29.640  1.025  0.1096
H  2.693  -36.332  0.653  0.0657
H  1.670  -35.324  -0.333  0.0815
H  1.803  -35.099  1.370  0.0740
C  -2.572  -32.163  -3.365  -0.0131
C  -1.648  -33.001  -4.258  -0.5366
C  -1.700  -32.597  -5.687  -0.1547
C  -0.649  -33.272  -6.503  -0.1620
C  0.728  -32.878  -6.018  -0.0947
C  0.906  -33.279  -4.483  -0.4768
N  -0.286  -32.780  -3.698  -0.1382
O  -0.308  -33.244  -2.390  -0.3117
C  2.206  -32.652  -4.029  -0.0304
C  1.058  -34.766  -4.282  -0.0328
C  -2.172  -34.428  -4.145  -0.0307
H  -3.583  -32.074  -3.881  0.1158
H  -2.023  -31.220  -3.215  0.0835
H  -2.769  -32.696  -2.444  0.0731
H  -1.602  -31.519  -5.771  0.1188
H  -2.721  -32.838  -5.990  0.1306
H  -0.664  -33.047  -7.556  0.1169
H  -0.823  -34.316  -6.324  0.0950
H  1.035  -31.789  -5.904  0.1209
H  1.501  -33.416  -6.506  0.0957
H  2.182  -31.575  -3.950  0.0693
H  2.990  -32.928  -4.760  0.1006
H  2.490  -33.010  -3.030  0.0567
H  1.302  -35.066  -3.188  0.1007
H  1.877  -35.219  -4.843  0.0866
H  0.112  -35.348  -4.596  0.0858
H  -2.112  -34.713  -3.092  0.0632
H  -1.664  -35.140  -4.825  0.0746
H  -3.216  -34.401  -4.397  0.0896
C  -1.462  -35.844  1.084  0.0393
C  -0.971  -35.080  -0.087  -0.4596
O  -0.485  -33.920  0.173  -0.0855
N  -0.856  -35.624  -1.268  0.0542
C  -1.398  -36.906  -1.662  -0.0402
H  -0.594  -36.050  1.673  0.0774
H  -1.867  -36.857  0.888  0.0928
H  -2.144  -35.302  1.708  0.0906
H  -0.564  -34.919  -1.984  0.0949
H  -0.786  -37.686  -1.277  0.0714
H  -1.452  -36.939  -2.693  0.0579
H  -2.429  -37.071  -1.286  0.1097
C  6.779  -28.860  -3.145  0.0075
C  6.059  -30.030  -3.852  -0.5348
O  4.853  -29.950  -3.986  -0.0067
N  6.734  -31.099  -4.347  0.0365
C  8.103  -31.380  -4.041  -0.0750
H  7.325  -28.240  -3.871  0.0936
H  7.505  -29.185  -2.395  0.0751
H  5.999  -28.321  -2.709  0.0511
H  6.122  -31.747  -4.790  0.0950
H  8.261  -31.999  -3.169  0.0656
H  8.681  -30.393  -3.868  0.1137
H  8.571  -31.960  -4.831  0.0775
C  0.512  -32.742  2.852  0.0356
C  -0.445  -31.828  2.108  -0.4595
O  -0.238  -31.432  0.910  -0.0898
N  -1.523  -31.404  2.694  0.0367
C  -1.935  -31.731  4.043  -0.0435
H  0.030  -33.740  2.945  0.0974
H  0.738  -32.370  3.853  0.0780
H  1.357  -32.631  2.188  0.0646
H  -2.118  -30.805  2.103  0.1749
H  -1.260  -31.241  4.727  0.0866
H  -1.968  -32.863  4.275  0.1101
H  -2.958  -31.325  4.044  0.0976
C  1.766  -28.437  -2.240  0.0399
C  0.839  -29.634  -2.478  -0.3828
O  0.647  -30.474  -1.504  -0.1205
N  0.334  -30.000  -3.668  0.0428
C  0.609  -29.179  -4.813  -0.0689
H  1.617  -27.713  -3.039  0.0610
H  2.747  -28.945  -2.282  0.0937
H  1.528  -27.950  -1.225  0.1295
H  0.057  -30.983  -3.788  0.0844
H  -0.032  -28.322  -4.743  0.0878
H  0.211  -29.673  -5.739  0.0996
H  1.667  -28.892  -4.934  0.0701
C  4.258  -39.902  3.044  -0.1074
O  4.149  -40.216  1.679  -0.1702
C  2.857  -40.608  1.362  -0.2096
C  2.591  -40.039  -0.034  -0.1873
O  2.410  -38.621  -0.041  -0.1970
C  2.143  -38.106  -1.339  -0.0950
H  3.833  -40.709  3.651  0.0845
H  3.713  -39.012  3.264  0.0552
H  5.374  -39.869  3.375  0.1237
H  2.097  -40.271  2.071  0.1299
H  2.840  -41.654  1.210  0.1128
H  1.717  -40.512  -0.444  0.1124
H  3.443  -40.303  -0.634  0.1216
H  3.069  -38.137  -1.867  0.0808
H  1.690  -37.146  -1.244  0.0450
H  1.491  -38.866  -1.847  0.0966
C  3.572  -27.144  -5.562  -0.0652
O  3.654  -27.174  -7.017  -0.1844
C  4.877  -27.580  -7.540  -0.2568
C  4.801  -28.173  -8.912  -0.2375
O  6.076  -28.712  -9.085  -0.1951
C  6.204  -29.532  -10.223  -0.0992
H  2.578  -26.683  -5.394  0.0944
H  4.276  -26.402  -5.249  0.0825
H  3.700  -28.147  -5.190  0.0492
H  5.456  -28.295  -6.842  0.1464
H  5.590  -26.774  -7.651  0.1209
H  4.598  -27.318  -9.651  0.1571
H  4.022  -28.948  -8.954  0.1208
H  7.284  -29.583  -10.384  0.0977
H  5.643  -29.238  -11.110  0.0910
H  5.810  -30.516  -9.980  0.0629
C  4.094  -30.818  9.390  -0.0381
O  4.786  -31.578  8.303  -0.2034
C  5.417  -30.755  7.351  -0.2622
C  4.621  -29.573  6.783  -0.2009
O  3.329  -29.887  6.255  -0.1755
C  3.418  -30.890  5.270  -0.1094
H  3.696  -31.562  10.048  0.0706
H  3.314  -30.150  9.026  0.0813
H  4.856  -30.328  10.026  0.0944
H  5.607  -31.390  6.519  0.0860
H  6.415  -30.297  7.762  0.1547
H  5.307  -29.282  5.870  0.1329
H  4.450  -28.741  7.545  0.1409
H  2.559  -30.903  4.633  0.0639
H  3.569  -31.898  5.709  0.1020
H  4.235  -30.680  4.583  0.0703
C  2.648  -45.833  -1.707  -0.1373
O  2.771  -45.031  -2.851  -0.1875
C  1.779  -43.938  -2.813  -0.1534
C  2.196  -42.863  -3.777  -0.1795
O  2.485  -41.590  -3.127  -0.1829
C  3.137  -40.838  -4.054  -0.1644
H  3.040  -45.310  -0.834  0.0838
H  3.158  -46.760  -1.954  0.0879
H  1.586  -46.105  -1.471  0.0971
H  1.895  -43.562  -1.787  0.1172
H  0.713  -44.163  -2.988  0.1309
H  1.541  -42.690  -4.621  0.1204
H  3.088  -43.152  -4.251  0.1042
H  2.910  -41.209  -5.084  0.1013
H  4.230  -40.772  -3.865  0.1064
H  2.788  -39.843  -3.968  0.0590
C  7.222  -37.580  6.328  -0.1225
O  6.454  -36.639  5.641  -0.1787
C  5.437  -35.987  6.390  -0.1928
C  6.034  -34.897  7.335  -0.2385
O  6.692  -33.883  6.645  -0.1821
C  7.528  -33.243  7.628  -0.0924
H  7.217  -38.573  5.847  0.0833
H  7.014  -37.663  7.417  0.1024
H  8.223  -37.250  6.130  0.0789
H  4.642  -36.552  6.928  0.1243
H  4.837  -35.461  5.635  0.1136
H  6.769  -35.428  7.924  0.0990
H  5.208  -34.410  7.970  0.1490
H  6.892  -32.950  8.432  0.0649
H  8.008  -32.334  7.221  0.0894
H  8.303  -33.969  7.878  0.0932
C  5.894  -27.481  3.823  -0.0732
O  6.000  -28.930  3.582  -0.1970
C  7.280  -29.258  3.121  -0.2096
C  8.357  -29.214  4.241  -0.2268
O  8.563  -27.980  4.864  -0.2321
C  9.579  -28.038  5.898  -0.0664
H  6.060  -26.890  2.932  0.0808
H  6.525  -27.154  4.681  0.0917
H  4.916  -27.063  4.065  0.0811
H  7.685  -28.607  2.360  0.1190
H  7.228  -30.261  2.739  0.1035
H  9.332  -29.469  3.772  0.1243
H  8.153  -30.037  5.027  0.1401
H  9.790  -26.975  6.092  0.0919
H  10.530  -28.455  5.577  0.0857
H  9.058  -28.462  6.767  0.0899
C  6.189  -34.975  -4.712  -0.0774
O  5.797  -35.142  -6.063  -0.1629
C  6.573  -34.488  -7.006  -0.2292
C  5.687  -33.496  -7.702  -0.2164
O  5.549  -32.332  -6.935  -0.1918
C  4.450  -31.512  -7.261  -0.0643
H  6.013  -34.005  -4.380  0.0501
H  7.222  -35.240  -4.552  0.0870
H  5.623  -35.668  -4.093  0.0895
H  6.906  -35.217  -7.712  0.1196
H  7.460  -34.000  -6.626  0.1241
H  4.790  -34.105  -7.818  0.1241
H  6.056  -33.233  -8.769  0.1544
H  3.596  -32.180  -7.183  0.0786
H  4.529  -31.129  -8.281  0.0729
H  4.388  -30.709  -6.591  0.0619
C  10.642  -37.852  -0.047  -0.1240
O  10.279  -36.502  -0.032  -0.1954
C  9.070  -36.231  -0.696  -0.2193
C  8.316  -35.051  -0.131  -0.1949
O  8.599  -33.736  -0.685  -0.2183
C  9.890  -33.265  -0.229  -0.1054
H  11.044  -38.190  -1.073  0.1078
H  9.717  -38.433  0.107  0.0798
H  11.454  -38.142  0.645  0.0929
H  8.455  -37.144  -0.561  0.1170
H  9.188  -36.129  -1.814  0.1464
H  8.518  -35.006  0.956  0.1325
H  7.226  -35.110  -0.273  0.1036
H  10.352  -33.839  0.628  0.0984
H  9.677  -32.242  0.129  0.0787
H  10.700  -33.209  -1.009  0.0943
C  1.614  -36.924  4.067  -0.1023
O  1.228  -35.586  4.247  -0.2102
C  0.940  -35.198  5.549  -0.1833
C  -0.388  -35.677  6.178  -0.2078
O  -1.372  -34.753  5.889  -0.2013
C  -2.393  -34.661  6.871  -0.0913
H  2.071  -37.344  4.981  0.0959
H  2.249  -36.978  3.167  0.0811
H  0.727  -37.545  3.855  0.0873
H  0.941  -34.130  5.548  0.1157
H  1.679  -35.687  6.150  0.1038
H  -0.280  -35.756  7.247  0.1099
H  -0.749  -36.676  5.839  0.1418
H  -2.493  -33.690  7.230  0.0566
H  -2.153  -35.233  7.807  0.1024
H  -3.387  -34.981  6.501  0.0977

Summary:
gap between HOMO and LUMO (spin up / spin down) = 0.30344 / 0.27033 Ha
E_HOMO (spin up / spin down) = -9.53 / -9.33 eV
⟨S²⟩ = 8.76
F_max = 3.54 eV/A
E_tot = -6004.37146 a.u.
net charge = +1
multiplicity = 6
lowest unoccupied orbital energy (spin up / spin down) = -1.269 / -1.970 eV